[1]
34
Properties=species:S:1:pos:R:3 method="wB97M-V/def2-TZVPD" s_squared=0.75 homo_lumo_gap_ev="5.855 / 6.654" mol_weight_g_mol=461.82 total_charge=-1 spin_multiplicity=2
C -1.543 -1.134 -2.505
C 1.578 1.047 -2.785
H 2.013 -0.904 4.220
H -1.262 -2.082 -2.933
Cl 0.249 -1.969 0.369
H 1.159 1.767 -3.469
C -0.207 0.867 2.343
C 1.021 0.367 2.790
C -0.120 -0.891 4.520
C -1.346 -0.388 4.077
C 1.667 -0.351 -2.995
H 1.331 -0.885 -3.868
H 2.746 -0.031 0.118
C 2.065 1.326 -1.501
H -0.086 -1.570 5.362
H -2.343 0.880 2.653
H 1.940 0.658 2.300
Se -0.280 2.089 0.865
C -2.304 0.432 -1.034
H -2.648 0.890 -0.125
C 1.064 -0.514 3.876
C -1.391 0.490 2.989
C 2.207 -0.931 -1.839
C 2.440 0.102 -0.903
C -1.310 0.144 -3.063
Ce 0.091 -0.018 -1.172
H 2.327 -1.983 -1.652
H -1.668 2.186 -2.243
H -2.262 -0.675 4.578
C -2.174 -0.943 -1.258
C -1.758 1.118 -2.142
H -2.401 -1.716 -0.547
H -0.852 0.343 -4.015
H 2.056 2.283 -1.012

[2]
50
Properties=species:S:1:pos:R:3 method="wB97M-V/def2-TZVPD" s_squared=6.01 homo_lumo_gap_ev="7.561 / 7.385" mol_weight_g_mol=665.49 total_charge=-1 spin_multiplicity=5
Cl -4.593 4.766 -1.995
C -0.243 -1.467 -3.662
H -0.858 -2.191 0.182
C 0.352 -2.655 -2.913
F 4.113 -2.751 -2.049
H -0.547 -1.203 3.330
C -0.620 -0.373 5.326
H 1.117 0.044 -3.268
C 0.064 0.834 3.376
H 0.201 2.813 6.104
C 0.272 1.977 4.142
C -3.686 2.312 -1.289
C -2.030 3.883 -2.049
H -1.496 -3.003 -1.869
Cl -5.338 1.917 -0.965
C 0.040 1.925 5.506
Fe 0.168 0.086 -0.779
H -0.184 -4.069 -1.375
C -0.424 -3.038 -1.657
Cl 0.594 3.283 -2.297
H 0.736 -2.306 -0.122
C -1.317 1.650 -1.325
O 1.285 1.636 0.263
C -0.388 -0.341 3.959
N 1.097 1.735 1.497
O 4.558 -0.115 -0.712
H -0.429 0.569 -3.421
H -0.592 0.723 7.171
C 3.836 -2.600 -0.744
F 4.895 -3.031 -0.051
O 2.228 -0.689 -1.206
O -0.234 -0.101 1.234
O 3.056 -0.933 1.068
H 1.385 -2.430 -2.639
N -0.164 -2.108 -0.552
Cl -3.110 -0.238 -0.598
H -0.969 -1.291 5.783
C -0.407 0.754 6.105
H 0.614 2.883 3.664
N 0.299 0.848 1.979
C -2.660 1.389 -1.105
C -3.358 3.583 -1.755
H 0.382 -3.515 -3.587
H 0.018 -1.520 -4.725
H -1.334 -1.520 -3.605
C -1.054 2.911 -1.836
S 3.393 -0.858 -0.329
N 0.148 -0.184 -3.066
Cl -1.628 5.441 -2.681
F 2.807 -3.435 -0.464

[3]
52
Properties=species:S:1:pos:R:3 method="wB97M-V/def2-TZVPD" s_squared=6.03 homo_lumo_gap_ev="5.536 / 6.167" mol_weight_g_mol=743.79 total_charge=-2 spin_multiplicity=5
H -1.342 -4.507 -0.133
C 1.465 -3.739 -0.262
O -1.273 4.270 3.507
C -1.817 -1.156 0.034
H 2.756 0.167 -3.934
C -0.750 -0.029 4.210
C 2.916 -1.768 -0.237
Ir -0.790 1.082 1.337
S -0.815 3.265 0.757
N 0.539 0.482 4.437
C -2.015 -2.510 -0.237
C 1.233 1.455 -3.592
N -1.481 -0.001 3.105
O -3.894 -0.454 -0.640
N 3.186 1.329 2.384
N -1.389 -0.690 5.174
N -0.074 1.331 -3.503
H -0.912 2.074 -1.807
H 0.691 -1.470 -4.742
C 1.413 0.820 3.437
N 1.089 1.264 2.241
C -1.047 -3.477 -0.276
C -0.814 2.334 -2.882
N 2.757 0.833 3.547
N -0.536 -0.661 0.307
S -1.688 4.757 2.197
H 1.155 -1.599 -3.062
C 0.327 -2.957 -0.173
C 2.742 -3.134 -0.319
H 1.722 0.067 -0.168
H 3.866 -1.243 -0.481
H -3.049 -2.830 -0.355
O -2.666 0.941 0.556
S 2.232 2.774 -3.389
N 2.268 1.559 1.567
N 1.769 0.234 -3.956
C 0.839 -0.832 -3.805
H 1.010 -0.166 5.113
C -0.526 -0.084 -3.510
N -2.493 -1.146 4.587
O -3.059 4.707 1.786
H -0.323 3.276 -2.876
H 3.552 -3.890 -0.538
H -1.074 -0.258 -2.588
C 1.793 -1.013 -0.035
C -2.888 -0.194 -0.004
H -1.286 -0.237 -4.379
H 1.479 -4.852 -0.351
C 0.579 -1.619 0.153
O -0.996 5.942 1.626
N -2.526 -0.807 3.333
H -1.851 2.356 -3.161

[4]
46
Properties=species:S:1:pos:R:3 method="wB97M-V/def2-TZVPD" s_squared=0.77 homo_lumo_gap_ev="5.811 / 8.030" mol_weight_g_mol=473.17 total_charge=-1 spin_multiplicity=2
O 0.244 -2.854 -2.332
N 1.980 -2.806 -0.876
C 2.546 2.202 -0.036
H 2.063 4.857 -0.182
N 2.988 -2.058 -0.236
H -3.052 -0.869 0.848
H -2.086 4.369 -1.212
C -0.591 -2.715 1.517
C 1.276 2.882 -0.270
H 0.368 -3.009 1.097
N 0.217 2.049 -0.452
O 2.676 1.000 -0.063
H -3.650 -3.151 2.295
O -2.309 1.079 3.594
C 1.177 4.264 -0.358
H 3.184 -1.228 -0.789
H -3.473 -3.288 0.541
C -1.889 -1.122 2.737
O 1.069 -0.579 1.601
O -3.167 2.053 -1.490
H -2.538 -1.421 3.559
O 0.705 -0.973 -1.191
O -1.216 -1.773 0.614
C -0.030 4.853 -0.670
C -1.770 0.407 2.733
C -1.110 4.005 -0.926
O 3.599 3.022 0.184
H -1.517 -4.535 0.807
H -0.481 -2.505 3.702
O -1.732 0.465 -0.846
H -0.129 5.927 -0.732
C -2.434 -1.591 1.375
O 1.315 -0.718 3.808
C -2.959 -3.021 1.463
C -0.527 -1.890 2.803
C 0.707 -0.987 2.795
H 2.603 -1.694 0.631
H 2.302 -3.656 -1.307
Ti -0.053 0.128 0.153
H -1.570 -4.355 2.563
C -2.082 1.687 -1.083
O -1.129 0.871 1.715
C 0.925 -2.209 -1.557
C -0.957 2.646 -0.822
C -1.643 -3.819 1.617
H 4.356 2.438 0.340

[5]
40
Properties=species:S:1:pos:R:3 method="wB97M-V/def2-TZVPD" smiles="COC(=O)c1ccc(CSc2nnc(Nc3ccc(OC)cc3)s2)o1" homo_lumo_gap_ev=8.004 mol_weight_g_mol=377.45 total_charge=0
H 8.188 -0.437 2.643
C -1.870 -0.697 -1.561
S -1.049 -2.249 -1.892
O -5.724 4.463 -2.526
N -0.743 -0.959 0.309
H -2.779 -0.705 -3.348
H 8.956 -2.053 2.747
C -4.210 1.343 -3.537
C -3.409 1.852 -1.331
C -0.359 -2.031 -0.283
C 3.100 -3.650 3.085
H -6.420 6.165 -1.744
N -1.582 -0.214 -0.400
H 5.255 -3.960 3.557
S 0.729 -3.209 0.365
C -5.748 5.363 -1.445
H -5.569 2.765 -4.382
H -4.230 0.694 -4.401
C -3.425 1.008 -2.433
C 8.193 -1.457 2.253
H -4.129 3.645 -0.457
O 5.912 -0.494 1.340
H 2.593 -4.464 3.561
H 8.371 -1.420 1.177
H -6.134 4.889 -0.536
C 4.482 -3.392 3.084
C 4.654 -2.245 2.343
C -4.960 2.497 -3.534
C 5.868 -1.500 2.000
O 6.954 -2.097 2.528
H 0.435 -2.826 2.722
C -4.164 3.012 -1.329
H -2.804 1.595 -0.478
O 3.461 -1.799 1.901
C 2.523 -2.644 2.350
C -4.947 3.349 -2.427
C 1.113 -2.400 1.985
N -2.686 -0.176 -2.493
H 0.910 -1.341 1.833
H -4.755 5.778 -1.245

[6]
36
Properties=species:S:1:pos:R:3 method="wB97M-V/def2-TZVPD" homo_lumo_gap_ev=7.975 mol_weight_g_mol=297.38 total_charge=0
H -0.250 -2.626 -0.017
H -1.291 -3.398 4.395
H -0.512 -1.959 5.073
C 0.012 3.239 -1.832
N -0.543 4.447 -1.939
H 2.122 3.808 -2.263
C -2.044 -0.112 1.356
H -2.329 -2.034 4.963
C -1.373 -0.342 -1.101
C 0.991 0.579 -1.606
N -2.117 2.541 -1.398
H 3.565 2.191 -2.887
C -0.732 -2.479 2.056
H 1.734 -1.249 -2.557
H -2.370 0.097 -1.291
H 0.850 -1.478 -1.059
C -0.753 -2.016 0.742
C -0.354 0.763 -1.403
C 1.869 1.719 -1.926
H -2.579 0.810 1.103
S -2.141 4.135 -1.662
H 3.551 -0.103 -0.469
N 3.259 1.531 -2.177
H -0.196 -3.408 2.279
C 1.592 -0.830 -1.540
C -1.375 -2.300 4.482
H -1.260 -1.151 -1.842
C 1.412 3.008 -2.031
C -0.850 2.115 -1.518
C 2.871 -0.957 -0.679
C -1.392 -1.745 3.054
H -2.538 0.025 3.458
C -2.036 -0.563 2.680
C -1.380 -0.825 0.348
H 3.436 0.611 -2.573
O 3.150 -2.044 -0.220

[7]
36
Properties=species:S:1:pos:R:3 method="wB97M-V/def2-TZVPD" homo_lumo_gap_ev=5.340 mol_weight_g_mol=279.32 total_charge=-1
C 1.872 -2.389 -2.591
H 2.473 -2.566 -4.642
C 1.810 1.259 0.866
N 4.248 0.518 0.395
H 0.499 -0.632 -2.308
C -1.561 -0.209 1.482
N 2.753 -2.965 -1.736
O -4.645 1.694 1.580
C 3.144 0.844 0.616
H -6.270 2.859 1.421
C -3.346 1.413 1.298
C -0.616 0.725 0.979
H -3.593 -0.565 2.114
H -0.435 2.704 0.089
N 1.620 3.764 1.548
C 1.672 2.635 1.233
C 1.238 -1.308 -1.893
H -4.748 3.799 1.556
C 3.485 -2.629 0.599
C 0.783 0.345 0.936
H -2.803 3.307 0.359
H 3.046 -2.247 1.525
N 1.717 -1.278 -0.631
H 4.489 -2.201 0.485
H 1.607 -3.974 -3.998
C 1.655 -2.876 -3.975
C -2.879 0.125 1.672
H 0.715 -2.474 -4.371
C -2.448 2.326 0.689
C 2.649 -2.285 -0.558
C -1.110 1.982 0.545
C -5.229 2.923 1.101
H -1.203 -1.203 1.756
H 3.578 -3.719 0.660
H 1.006 -0.688 1.192
H -5.173 2.989 0.006

[8]
45
Properties=species:S:1:pos:R:3 method="wB97M-V/def2-TZVPD" s_squared=6.05 homo_lumo_gap_ev="5.277 / 5.341" mol_weight_g_mol=755.30 total_charge=-1 spin_multiplicity=5
C -0.342 -6.004 0.187
S 2.135 -0.102 0.607
H 1.210 -6.112 -1.303
C 0.515 4.683 -0.123
N 0.802 7.235 -0.479
C 0.051 -3.381 -0.709
C 0.673 6.101 -0.320
C -3.125 1.026 0.163
H -0.001 -4.135 -2.561
H -2.132 -2.053 0.789
S 2.964 0.380 4.411
H 0.530 4.245 -2.223
N -2.261 -0.019 0.413
H -4.482 -2.562 0.512
C 0.302 2.470 -1.037
C -4.575 0.786 -0.016
H 0.170 -2.895 1.239
C 0.163 -5.805 -1.231
Rh -0.141 -0.016 0.548
Se -4.204 3.253 -0.266
H 0.245 1.815 -1.897
Sb 2.147 -1.062 2.873
H 1.440 -5.230 1.140
C 0.372 -5.014 1.090
S 2.958 -3.180 2.740
H -1.419 -5.826 0.218
C 0.445 4.158 1.168
H -0.414 -6.401 -1.936
S -0.269 -1.045 2.721
H -0.011 -5.039 2.107
C -5.063 -0.526 0.090
H -0.149 -7.024 0.515
C 0.289 2.796 1.353
H 0.516 4.822 2.021
H 0.236 2.396 2.358
N -2.740 2.272 0.079
N -5.324 1.850 -0.261
C -4.152 -1.538 0.390
N 0.177 -3.664 0.573
N 0.019 -4.399 -1.592
S -0.101 -1.797 -1.339
C 0.169 1.965 0.248
H -6.119 -0.724 -0.039
C -2.814 -1.256 0.541
C 0.458 3.831 -1.226